1.
A molecular structure, C11H14N3O5SW, computed with the ωB97M-V functional and the def2-TZVPD basis.

```
35
Properties=species:S:1:pos:R:3:mulliken_charge:R:1
W 0.347 0.052 -0.134 1.76
O 0.082 -2.062 -0.567 -0.41
C 0.057 -2.296 -2.037 -0.60
C 1.188 -1.470 -2.624 -0.53
N 1.117 0.013 -2.292 -0.17
C 0.191 0.738 -3.193 -0.33
C -1.214 0.658 -2.637 0.31
O -2.251 0.873 -3.112 -0.30
O -1.102 0.263 -1.249 -0.63
C 2.489 0.574 -2.343 -0.39
C 3.213 0.178 -1.074 0.38
O 4.303 0.214 -0.704 -0.24
O 2.129 -0.273 -0.121 -0.48
H -0.279 -2.817 -0.073 0.28
H 0.259 -3.353 -2.207 0.52
H -0.938 -2.044 -2.402 0.34
H 2.128 -1.851 -2.223 0.38
H 1.224 -1.587 -3.709 0.50
H 0.452 1.799 -3.248 0.38
H 0.210 0.352 -4.214 0.45
H 3.050 0.231 -3.216 0.46
H 2.470 1.667 -2.379 0.37
C -2.230 1.851 5.042 -1.16
C -1.645 1.126 3.915 0.95
C -1.750 -0.283 3.758 -0.92
C -1.208 -0.888 2.668 0.07
N -0.544 -0.134 1.732 -0.27
C -0.489 1.197 1.978 0.74
S 0.525 2.107 0.752 -0.18
N -0.993 1.844 2.964 -0.36
H -2.289 1.237 5.941 0.42
H -3.264 2.126 4.782 0.34
H -1.699 2.784 5.223 0.38
H -2.267 -0.870 4.506 0.44
H -1.272 -1.954 2.496 0.51
```

molecular weight: 484.2 g/mol
energy relative to the best compared isomer or geometry (same formula, charge and spin): 14.3 kcal per mole
energy: -1432.20886 hartree
gap between HOMO and LUMO: 6.3 eV
total charge: +3

=====

2.
2 unconnected molecules or ions with the total composition C3H2OS4, computed with the ωB97M-V functional and the def2-TZVPD basis.

```
10
Properties=species:S:1:pos:R:3:mulliken_charge:R:1
C -1.167 0.495 0.361 0.68
C -0.083 -0.383 -0.283 -0.18
C 1.355 0.049 -0.274 0.16
H -3.919 1.419 -0.418 0.16
H 3.523 -0.825 0.444 0.15
O -0.895 1.338 1.195 -0.45
S -2.698 -0.174 -0.207 -0.22
S -0.372 -2.126 -0.598 -0.10
S 2.313 -1.420 0.550 -0.11
S 1.943 1.626 -0.770 -0.09
```

molecular weight: 182.3 g/mol
energy relative to the best compared isomer or geometry (same formula, charge and spin): 96.5 kcal per mole
energy: -1783.30815 hartree
gap between HOMO and LUMO: 6.4 eV
total charge: 0

=====

3.
A single C4H6O2 molecule, computed with the ωB97M-V functional and the def2-TZVPD basis.

```
12
Properties=species:S:1:pos:R:3:mulliken_charge:R:1
C 0.049 0.804 0.923 -0.57
C -0.059 0.411 -1.294 -0.64
C -0.769 -0.052 -0.047 0.37
C 0.791 -0.034 -0.089 0.22
O -1.702 -1.049 0.044 -0.57
O 1.629 -1.113 0.030 -0.48
H 0.238 1.918 1.119 0.20
H 0.133 0.363 1.880 0.27
H 0.135 -0.294 -2.124 0.27
H -0.176 1.397 -1.633 0.24
H -1.318 -1.911 0.282 0.33
H 2.258 -0.900 -0.670 0.37
```

molecular weight: 86.1 g/mol
SMILES: O[C@]12C[C@@]1(O)C2
energy relative to the best compared isomer or geometry (same formula, charge and spin): 91.8 kcal per mole
energy: -306.36005 hartree
gap between HOMO and LUMO: 9.1 eV
total charge: 0

=====

4.
A gas-phase ion, C4H9N2 (charge +1), computed with the ωB97M-V functional and the def2-TZVPD basis.

```
15
Properties=species:S:1:pos:R:3:mulliken_spin:R:1
C 0.608 -0.711 -1.787 0.99
C 1.065 -1.412 -3.049 0.86
C -0.985 -0.294 0.045 0.05
C -0.601 0.230 1.455 -0.01
N 0.200 -0.056 -0.678 -0.04
N 0.566 1.144 1.290 0.04
H 0.954 -0.869 -3.979 0.03
H 1.714 -2.168 -2.982 0.06
H -1.228 -1.360 -0.197 0.00
H -1.832 0.288 -0.295 0.00
H -0.244 -0.716 1.966 0.00
H -1.475 0.717 1.914 0.00
H 1.311 1.038 1.929 0.00
H 0.783 0.509 -0.013 0.02
H 0.533 2.165 1.308 0.00
```

molecular weight: 85.1 g/mol
spin multiplicity: 3
energy relative to the best compared isomer or geometry (same formula, charge and spin): 68.9 kcal per mole
energy: -266.81739 hartree
gap between HOMO and LUMO (spin up / spin down): 7.0 / 8.2 eV
total charge: +1
expectation value of S²: 2.01

=====

5.
A molecular structure, C34H38N3O3S3Zn, computed with the ωB97M-V functional and the def2-TZVPD basis.

```
82
Properties=species:S:1:pos:R:3:mulliken_charge:R:1
Zn -1.389 -0.180 -0.208 3.31
C -3.189 3.832 -3.060 -0.61
S -1.902 2.810 -3.794 -0.06
C -1.873 1.390 -2.730 0.20
S -2.962 1.243 -1.402 -0.59
N -0.981 0.543 -3.127 -1.30
N -0.875 -0.591 -2.349 0.82
C -0.533 -1.615 -3.022 -1.25
C -0.301 -2.938 -2.428 0.93
C -0.014 -4.010 -3.269 -0.89
C 0.224 -5.252 -2.709 -0.46
C 0.170 -5.382 -1.334 -0.79
C -0.121 -4.253 -0.580 -0.30
N -0.351 -3.060 -1.108 0.37
H -3.283 4.702 -3.712 0.36
H -4.138 3.303 -3.018 0.28
H -2.910 4.149 -2.058 0.07
H -0.391 -1.516 -4.097 0.27
H 0.035 -3.856 -4.339 0.43
H 0.462 -6.103 -3.334 0.40
H 0.357 -6.330 -0.850 0.39
H -0.168 -4.306 0.504 0.42
C -4.155 -2.125 0.280 -1.36
C -3.514 -1.506 1.520 0.48
C -4.188 -0.183 1.869 -1.18
C -2.004 -1.345 1.326 -1.19
H -5.227 -2.298 0.424 0.45
H -3.684 -3.080 0.033 0.29
H -4.033 -1.460 -0.581 0.13
H -3.705 -2.189 2.362 0.30
H -4.096 0.530 1.045 0.02
H -3.722 0.277 2.744 0.23
H -5.254 -0.322 2.076 0.49
H -1.565 -2.334 1.164 0.34
H -1.573 -0.966 2.258 0.45
O 2.996 -2.952 -2.112 -0.82
S 2.582 -1.685 -1.434 1.23
C 3.134 -1.782 0.265 -0.27
C 4.413 -2.214 0.589 -0.59
C 4.761 -2.363 1.920 -0.67
C 3.829 -2.084 2.916 -0.66
C 2.555 -1.652 2.583 -0.78
C 2.197 -1.500 1.248 0.86
C 3.763 -0.461 -2.016 -0.16
C 3.727 0.835 -1.520 -0.34
C 4.637 1.756 -2.024 -0.71
C 5.549 1.392 -3.007 -0.38
C 5.563 0.090 -3.493 -0.57
C 4.662 -0.843 -2.998 -0.28
H 5.123 -2.433 -0.200 0.43
H 5.757 -2.694 2.186 0.37
H 4.103 -2.202 3.957 0.38
H 1.835 -1.432 3.360 0.46
H 1.208 -1.153 0.965 -0.20
H 3.030 1.113 -0.732 0.57
H 4.626 2.774 -1.656 0.45
H 6.254 2.119 -3.390 0.37
H 6.272 -0.197 -4.260 0.37
H 4.640 -1.864 -3.358 0.48
C -3.711 4.106 3.525 -1.57
C -2.496 3.508 2.866 0.69
C -1.765 2.512 3.496 -0.85
C -0.680 1.905 2.874 0.62
C 0.151 0.876 3.588 -0.86
C -0.347 2.285 1.576 1.29
C -1.020 3.337 0.947 0.77
C -0.554 3.832 -0.394 -1.31
C -2.093 3.927 1.603 -1.02
C 0.771 1.576 0.833 -0.25
O 1.938 1.855 1.090 -0.74
O 0.392 0.728 -0.062 -1.31
H -3.670 3.995 4.609 0.39
H -4.621 3.609 3.176 0.27
H -3.809 5.168 3.294 0.38
H -2.041 2.201 4.500 0.27
H -0.318 0.572 4.525 0.31
H 1.149 1.267 3.799 0.44
H 0.285 -0.004 2.963 -0.53
H 0.523 4.011 -0.380 0.38
H -1.058 4.761 -0.664 0.49
H -0.756 3.091 -1.163 -0.15
H -2.630 4.733 1.109 0.31
```

molecular weight: 698.3 g/mol
energy relative to the best compared isomer or geometry (same formula, charge and spin): 0.0 kcal per mole
energy: -4682.39746 hartree
gap between HOMO and LUMO: 7.5 eV
total charge: -1

=====

6.
2 unconnected molecules or ions with the total composition C3H9N4S2, computed with the ωB97M-V functional and the def2-TZVPD basis.

```
18
Properties=species:S:1:pos:R:3:mulliken_charge:R:1
C -2.217 -0.340 0.207 -0.83
C -1.565 0.869 0.571 0.79
C -1.546 -1.247 -0.562 -0.07
N -0.243 0.926 0.240 -0.21
N -0.228 -1.156 -0.808 -0.10
N -2.224 1.989 0.675 -0.37
N 0.539 -0.182 -0.037 -0.31
S 3.974 0.125 -0.983 -0.14
S 3.592 -0.588 0.834 -0.20
H -3.161 -0.573 0.548 0.45
H -1.930 -2.191 -1.170 0.35
H 0.170 1.787 -0.180 0.28
H 0.211 -1.596 -1.584 0.22
H -3.163 1.885 0.701 0.22
H -1.799 2.721 1.199 0.27
H 0.972 -0.593 0.866 0.30
H 3.763 -0.843 -1.820 0.15
H 4.855 -0.994 1.303 0.21
```

molecular weight: 165.3 g/mol
energy relative to the best compared isomer or geometry (same formula, charge and spin): 10.8 kcal per mole
energy: -1134.78182 hartree
gap between HOMO and LUMO: 8.3 eV
total charge: +1